[1]
Below is a 2-piece molecular cluster, C18H34FN2O3 overall, with properties calculated with the ωB97M-V functional and the def2-TZVPD basis.

```
58
C18H34FN2O3 (the ωB97M-V functional and the def2-TZVPD basis)
C 4.7418 -0.1152 -2.6830
C 5.6187 0.4662 -1.4037
C 5.1333 -0.3434 -0.0232
C 5.4539 2.1199 -1.2456
C 6.5748 2.5387 -0.0767
C 3.9737 2.5031 -0.6574
O 3.2970 3.6130 -1.4080
C 1.8536 3.2117 -1.3116
C 1.1654 3.5127 0.1827
C -0.4010 3.0740 0.4348
C -1.1557 2.3310 -0.8571
C -2.7197 1.8471 -0.5786
C -2.5915 0.2817 -0.0143
O -3.3138 0.2099 1.2775
C -3.0527 -0.8495 -1.1073
N -2.5840 -0.6037 -2.5248
C -0.3497 2.1240 -2.2733
N 1.1016 2.5494 -2.4503
F 1.7059 2.3215 -3.6422
H 3.5968 -0.2577 -2.4358
H 4.8645 0.5367 -3.6628
H 5.1518 -1.1999 -2.9526
H 6.7573 0.1776 -1.5350
H 5.3630 0.2497 0.9597
H 3.9448 -0.3811 -0.1098
H 5.4873 -1.4610 -0.0195
H 5.7262 2.6489 -2.2701
H 7.5645 1.8844 -0.2060
H 6.8018 3.6968 -0.0721
H 6.1119 2.2966 0.9920
H 3.2636 1.5594 -0.8326
H 3.9827 2.8195 0.4720
H 1.8189 4.0342 1.0330
H -0.9804 3.2575 1.4500
H -3.2421 2.4964 0.2680
H -3.3975 1.9395 -1.5285
H -1.4503 0.0520 0.2484
H -2.7323 0.7739 1.8998
H -2.5812 -1.8875 -0.7645
H -4.2262 -0.9956 -1.0352
H -2.9142 0.3100 -2.9057
H -1.5572 -0.7468 -2.6476
H -0.9130 1.6155 -3.1854
C -5.5104 -1.9506 2.2309
C -5.6703 -3.0187 3.2994
O -5.7242 -4.3436 2.7764
C -4.5771 -4.7913 2.0581
C -3.3093 -4.8144 2.8925
H -6.2944 -2.0445 1.4710
H -5.5663 -0.9536 2.6751
H -4.5483 -2.0347 1.7191
H -6.6185 -2.8516 3.8210
H -4.8829 -2.9407 4.0559
H -4.4419 -4.1964 1.1494
H -4.7975 -5.8124 1.7280
H -3.0082 -3.8076 3.1947
H -2.4841 -5.2537 2.3238
H -3.4589 -5.3974 3.8072
```

For the maximum force, the calculation gives 5.63 eV/Å. Its net charge is +1. The value obtained for the LUMO energy is -5.39 eV. The spin multiplicity is 1. As for the highest occupied orbital energy: -11.14 eV.

These are the Löwdin partial charges, in e, on atoms 1 to 2:
1 C -0.117
2 C -0.349

=====

[2]
Below is a 2-piece molecular cluster, C18H34INO8P2S overall, with properties calculated with the ωB97M-V functional and the def2-TZVPD basis.

```
65
C18H34INO8P2S (the ωB97M-V functional and the def2-TZVPD basis)
C 1.6420 -3.0625 -0.0441
C 2.7845 -2.0636 0.0830
O 2.2721 -0.7118 0.2246
P 1.8729 -0.2719 1.7292
O 0.5201 -0.7687 2.0186
C 1.8540 1.5458 1.8689
C 2.9307 2.2611 1.0237
C 2.6914 2.1184 -0.4891
O 1.3280 1.8281 -0.7385
C 1.1183 1.8345 -2.1458
C -0.1758 1.0228 -2.4912
N -0.3770 0.0910 -1.3956
C -1.5087 -0.8277 -1.5439
C -2.7722 -0.3883 -0.8332
C -3.9461 -0.9833 -1.2269
C -5.1502 -0.6530 -0.6807
C -5.1763 0.3181 0.3032
C -4.0228 0.9165 0.7052
C -4.0193 2.0131 1.7603
C -2.8107 0.5654 0.1431
P 0.2122 0.1658 -4.1517
O -1.1752 0.0512 -5.0042
I 1.5628 1.6789 -5.5624
S -1.4961 2.2506 -2.7140
C -1.6248 3.2884 -1.2524
O -1.0128 3.1291 -3.7527
O -2.7528 1.6643 -3.1066
O 2.9497 -0.7536 2.8149
C 2.6440 -2.0138 3.4624
C 1.6897 -1.8704 4.6530
H 1.2255 -3.3896 0.9050
H 0.8333 -2.6312 -0.6375
H 2.0218 -3.9424 -0.5634
H 3.4839 -2.3069 0.8861
H 3.3623 -2.0673 -0.8439
H 2.0947 1.7478 2.9157
H 0.8694 1.9336 1.6233
H 3.0410 3.3204 1.2659
H 3.8955 1.7904 1.2406
H 2.9999 3.0275 -1.0233
H 3.3412 1.3093 -0.8495
H 1.9575 1.2765 -2.5865
H 1.0607 2.8689 -2.4882
H 0.4918 -0.4199 -1.2746
H -1.2164 -1.7728 -1.0723
H -1.7664 -1.0815 -2.5810
H -3.9166 -1.7443 -2.0044
H -6.0523 -1.1296 -1.0411
H -6.1253 0.6137 0.7399
H -5.0461 2.3200 1.9610
H -3.4881 2.8624 1.3199
H -3.4982 1.7059 2.6671
H -1.8785 1.0353 0.4355
H -1.9543 -0.0976 -4.4480
H -1.0325 2.8268 -0.4547
H -2.6521 3.3361 -0.8956
H -1.1843 4.2626 -1.4480
H 2.3021 -2.7586 2.7459
H 3.5958 -2.3995 3.8380
H 0.6987 -2.2027 4.3401
H 1.5826 -0.8058 4.8708
H 2.0091 -2.4323 5.5284
O 2.7849 -5.4735 1.1943
H 2.4990 -6.3761 1.3697
H 3.6090 -5.5802 0.7076
```

For the maximum force, the calculation gives 2.39 eV/Å. Its net charge is 0. The value obtained for the LUMO energy is 0.24 eV. The spin multiplicity is 1. As for the highest occupied orbital energy: -8.42 eV.

These are the Löwdin partial charges, in e, on atoms 1 to 2:
1 C -0.076
2 C -0.235

=====

[3]
Below is C18H34IrN5SSeSi2 as an isolated structure, with properties calculated with the ωB97M-V functional and the def2-TZVPD basis.

```
62
C18H34IrN5SSeSi2 (the ωB97M-V functional and the def2-TZVPD basis)
Ir -0.4304 0.7003 -0.4719
C -1.0445 -4.2057 -0.9697
Si -0.1586 -2.5695 -1.3466
C 1.6369 -2.8975 -1.8249
C -1.1903 -1.7719 -2.7265
N -0.1589 -1.4181 -0.0332
C 0.2920 -1.6141 1.2135
C 0.5631 -2.8989 1.7452
C 1.0703 -3.0625 3.0067
C 1.3266 -1.9435 3.8268
C 1.0732 -0.6832 3.3665
C 0.5565 -0.4546 2.0598
N 0.3390 0.7630 1.5623
Si 1.0038 2.2421 2.2364
C 0.3242 2.5919 3.9755
C 0.4924 3.7121 1.1817
C 2.8817 2.0480 2.2042
H -1.4728 -4.6045 -1.8916
H -1.8608 -4.0607 -0.2576
H -0.3791 -4.9706 -0.5633
H 1.7816 -3.8954 -2.2430
H 2.2750 -2.8029 -0.9433
H 1.9860 -2.1665 -2.5571
H -0.6376 -1.7064 -3.6662
H -1.4822 -0.7574 -2.4465
H -2.1052 -2.3383 -2.9163
H 0.3618 -3.7593 1.1196
H 1.2804 -4.0582 3.3755
H 1.7246 -2.0886 4.8225
H 1.2729 0.1714 3.9986
H -0.6283 2.0806 4.1327
H 0.1499 3.6635 4.0917
H 1.0002 2.2826 4.7753
H -0.5625 3.9586 1.3183
H 0.6661 3.5331 0.1186
H 1.0770 4.5869 1.4770
H 3.1577 1.0047 2.3688
H 3.3816 2.6561 2.9606
H 3.2683 2.3359 1.2240
Se 3.8699 1.1798 -2.2878
C 2.1538 1.1056 -2.0610
N 0.9799 1.0506 -1.9347
C -2.2167 2.2899 -3.5015
N -3.3177 1.6144 -2.8200
C -4.6204 2.1611 -3.2042
C -3.1558 1.3702 -1.4647
S -2.1696 2.3836 -0.4981
N -3.8806 0.3616 -0.9683
C -4.6494 -0.5259 -1.8232
C -3.8541 -0.0187 0.4336
H -2.3619 2.1596 -4.5742
H -1.2673 1.8419 -3.2173
H -2.1784 3.3597 -3.2746
H -4.6176 3.2526 -3.1053
H -5.4085 1.7649 -2.5681
H -4.8376 1.9030 -4.2407
H -4.3334 -0.4143 -2.8563
H -5.7185 -0.3131 -1.7435
H -4.4841 -1.5560 -1.5069
H -3.1780 0.6196 0.9887
H -3.5125 -1.0519 0.5245
H -4.8553 0.0604 0.8633
```

For the maximum force, the calculation gives 0.87 eV/Å. Its net charge is 0. The value obtained for the LUMO energy (alpha / beta) is 0.24 / -1.70 eV. The spin multiplicity is 5. As for the highest occupied orbital energy (alpha / beta): -6.66 / -7.53 eV.

These are the Löwdin partial charges, in e, on atoms 1 to 2:
1 Ir 1.007
2 C -0.190

=====

What did the second record say?
Below is a 2-piece molecular cluster, C18H34INO8P2S overall, with properties calculated with the ωB97M-V functional and the def2-TZVPD basis.

```
65
C18H34INO8P2S (the ωB97M-V functional and the def2-TZVPD basis)
C 1.6420 -3.0625 -0.0441
C 2.7845 -2.0636 0.0830
O 2.2721 -0.7118 0.2246
P 1.8729 -0.2719 1.7292
O 0.5201 -0.7687 2.0186
C 1.8540 1.5458 1.8689
C 2.9307 2.2611 1.0237
C 2.6914 2.1184 -0.4891
O 1.3280 1.8281 -0.7385
C 1.1183 1.8345 -2.1458
C -0.1758 1.0228 -2.4912
N -0.3770 0.0910 -1.3956
C -1.5087 -0.8277 -1.5439
C -2.7722 -0.3883 -0.8332
C -3.9461 -0.9833 -1.2269
C -5.1502 -0.6530 -0.6807
C -5.1763 0.3181 0.3032
C -4.0228 0.9165 0.7052
C -4.0193 2.0131 1.7603
C -2.8107 0.5654 0.1431
P 0.2122 0.1658 -4.1517
O -1.1752 0.0512 -5.0042
I 1.5628 1.6789 -5.5624
S -1.4961 2.2506 -2.7140
C -1.6248 3.2884 -1.2524
O -1.0128 3.1291 -3.7527
O -2.7528 1.6643 -3.1066
O 2.9497 -0.7536 2.8149
C 2.6440 -2.0138 3.4624
C 1.6897 -1.8704 4.6530
H 1.2255 -3.3896 0.9050
H 0.8333 -2.6312 -0.6375
H 2.0218 -3.9424 -0.5634
H 3.4839 -2.3069 0.8861
H 3.3623 -2.0673 -0.8439
H 2.0947 1.7478 2.9157
H 0.8694 1.9336 1.6233
H 3.0410 3.3204 1.2659
H 3.8955 1.7904 1.2406
H 2.9999 3.0275 -1.0233
H 3.3412 1.3093 -0.8495
H 1.9575 1.2765 -2.5865
H 1.0607 2.8689 -2.4882
H 0.4918 -0.4199 -1.2746
H -1.2164 -1.7728 -1.0723
H -1.7664 -1.0815 -2.5810
H -3.9166 -1.7443 -2.0044
H -6.0523 -1.1296 -1.0411
H -6.1253 0.6137 0.7399
H -5.0461 2.3200 1.9610
H -3.4881 2.8624 1.3199
H -3.4982 1.7059 2.6671
H -1.8785 1.0353 0.4355
H -1.9543 -0.0976 -4.4480
H -1.0325 2.8268 -0.4547
H -2.6521 3.3361 -0.8956
H -1.1843 4.2626 -1.4480
H 2.3021 -2.7586 2.7459
H 3.5958 -2.3995 3.8380
H 0.6987 -2.2027 4.3401
H 1.5826 -0.8058 4.8708
H 2.0091 -2.4323 5.5284
O 2.7849 -5.4735 1.1943
H 2.4990 -6.3761 1.3697
H 3.6090 -5.5802 0.7076
```

For the maximum force, the calculation gives 2.39 eV/Å. Its net charge is 0. The value obtained for the LUMO energy is 0.24 eV. The spin multiplicity is 1. As for the highest occupied orbital energy: -8.42 eV.

These are the Löwdin partial charges, in e, on atoms 1 to 2:
1 C -0.076
2 C -0.235